Density functional theory data (wB97M-V/def2-TZVPD) for a molecular structure, CHHgLiO3 at a distorted geometry.

Each line ends with the Mulliken charge.
Atoms and positions in Å:
O -1.483 -1.415 -1.054  -0.18
C -0.287 0.145 -0.112  0.28
O 0.217 1.027 0.448  -0.22
Hg 2.092 2.725 1.098  0.00
Li 1.701 -0.780 0.716  0.87
O -0.309 -1.146 -0.257  -0.18
H -1.932 -0.556 -0.839  0.42

Output
Expectation value of S²: 0.75
Net charge: +1
Multiplicity: 2
LUMO energy (spin up / spin down), hartree: -0.188 / -0.215
Gap between HOMO and LUMO (spin up / spin down), eV: 7.6348 / 6.9868